Entry 1:
Below is a single C4H7NO2S molecule in a non-equilibrium geometry, with properties calculated with ωB97M-V/def2-TZVPD.

XYZ file:
```
15
C4H7NO2S, DFT ωB97M-V/def2-TZVPD
N 0.23 -1.51 -1.37
H 1.44 -0.65 0.15
H 0.49 -0.12 2.14
H -1.96 -0.74 0.09
C -0.46 0.43 0.17
H -0.84 -1.67 -1.45
O 1.01 1.23 -1.69
O -1.80 0.11 -0.24
H 0.39 -0.74 -2.32
C 0.13 0.97 1.55
C 0.48 1.41 -0.60
H 0.19 -1.53 0.76
S 1.09 2.24 0.82
H -0.77 1.32 2.04
C 0.38 -0.77 -0.05
```

The total charge is 0. As for the SMILES: NC[C@@]1(O)CSC1=O. As for the total energy: -20678.31739 eV. The calculation puts the molar mass at 133.17 Da. The value obtained for the strongest force on any atom is 5.206 eV/Å. The LUMO energy is 0.0144 hartree. Its frontier orbital gap is 0.364 Ha.

---

Entry 2:
Below is a single C4H7NO2S molecule in a non-equilibrium geometry, with properties calculated with ωB97M-V/def2-TZVPD.

XYZ file:
```
15
C4H7NO2S, DFT ωB97M-V/def2-TZVPD
C -0.16 -1.71 -0.05
H 1.99 1.50 0.15
O 0.38 1.36 -0.92
H 0.09 -2.80 -0.01
H -0.21 0.07 1.60
H -2.55 0.27 -1.75
C 0.90 1.37 0.35
O 1.03 -1.10 0.39
N -1.06 1.33 -1.00
C -1.46 0.25 -1.58
S -0.71 -1.35 -1.76
C 0.79 0.08 1.17
H -1.05 -1.55 0.59
H 1.58 0.08 1.94
H 0.45 2.19 0.89
```

The total charge is 0. As for the SMILES: C1=N\OCCOCS/1. As for the total energy: -20678.59202 eV. The calculation puts the molar mass at 133.17 Da. The value obtained for the strongest force on any atom is 1.893 eV/Å. The LUMO energy is 0.0187 hartree. Its frontier orbital gap is 0.357 Ha.

---

Entry 3:
Below is a single C4H7NO2S molecule in a non-equilibrium geometry, with properties calculated with ωB97M-V/def2-TZVPD.

XYZ file:
```
15
C4H7NO2S, DFT ωB97M-V/def2-TZVPD
H -0.39 1.89 -0.40
O -2.56 1.42 -0.46
C 0.13 -0.40 -1.24
C -0.39 0.02 0.10
C -2.95 -0.47 1.39
H 0.30 0.37 -1.90
O -2.73 -1.22 -1.09
H -0.22 -0.64 0.83
H -0.45 -1.16 -1.49
H 1.04 1.72 0.58
N -3.20 -1.16 2.27
H 1.11 -0.83 -1.05
S -2.22 0.10 -0.09
C -0.01 1.41 0.51
H -0.37 1.81 1.42
```

The total charge is 0. As for the total energy: -20672.67742 eV. The calculation puts the molar mass at 133.17 Da. The value obtained for the strongest force on any atom is 7.240 eV/Å. The LUMO energy (spin up / spin down) is -0.0103 / -0.1523 hartree. As for the multiplicity: 3. Its frontier orbital gap (spin up / spin down) is 0.198 / 0.281 Ha. The expectation value of S² is 2.012.

---

Entry 4:
Below is a single C4H7NO2S2 molecule in a non-equilibrium geometry, with properties calculated with ωB97M-V/def2-TZVPD.

XYZ file:
```
16
C4H7NO2S2, DFT ωB97M-V/def2-TZVPD
H 0.04 0.35 3.21
N 0.32 1.45 -1.03
H 0.46 -2.87 -1.96
H 1.00 0.74 -1.12
O -1.39 2.28 0.10
O 1.22 -1.63 1.92
H 0.74 -1.13 -1.72
H 0.07 2.10 -1.77
H -0.66 -1.51 -2.65
C -0.02 -1.90 -1.85
S 0.75 -0.96 0.70
H -0.69 1.91 2.73
S -0.96 -1.83 -0.26
C -0.49 1.49 0.09
C -0.12 0.55 1.17
C -0.26 0.94 2.45
```

The total charge is 0. As for the total energy: -31515.58070 eV. The calculation puts the molar mass at 165.24 Da. The value obtained for the strongest force on any atom is 3.753 eV/Å. The LUMO energy is -0.0042 hartree. Its frontier orbital gap is 0.349 Ha.

---

Entry 5:
Below is a single C4H7NO2S2 molecule in a non-equilibrium geometry, with properties calculated with ωB97M-V/def2-TZVPD.

XYZ file:
```
16
C4H7NO2S2, DFT ωB97M-V/def2-TZVPD
N 0.82 0.94 1.32
C 0.16 -0.34 1.32
H 1.06 1.46 2.21
H -0.44 1.47 -1.20
S -1.39 -0.17 2.35
O 1.37 2.75 -0.03
C 0.33 0.75 -0.94
C 1.01 1.58 0.16
H 0.79 0.48 -1.90
H 0.86 -1.06 1.70
H -1.71 0.75 1.41
O -1.59 -0.69 -0.49
H -1.66 -0.96 -1.45
H 0.16 -2.95 0.23
S 0.68 -2.13 -0.71
C -0.24 -0.60 -0.15
```

The total charge is 0. As for the SMILES: O=C1C[C@@](O)(S)[C@H](S)N1. As for the total energy: -31516.36829 eV. The calculation puts the molar mass at 165.24 Da. The value obtained for the strongest force on any atom is 3.339 eV/Å. The LUMO energy is 0.0145 hartree. Its frontier orbital gap is 0.362 Ha.

---

Entry 6:
Below is a single C4H7NO3 molecule in a non-equilibrium geometry, with properties calculated with ωB97M-V/def2-TZVPD.

XYZ file:
```
15
C4H7NO3, DFT ωB97M-V/def2-TZVPD
H -0.32 -1.32 0.73
C -1.33 0.91 0.51
C 1.61 -0.64 0.07
H -0.05 -1.71 -0.98
N 1.76 0.36 0.94
H -2.23 -0.66 -1.45
C -0.71 0.33 -0.72
H 2.71 0.64 1.13
O -1.65 0.06 -1.73
H 0.84 0.83 1.39
H -2.41 1.09 0.45
H 0.00 1.06 -1.15
C 0.02 -0.93 -0.23
O 2.45 -1.32 -0.46
O -0.68 1.28 1.50
```

The total charge is 0. As for the SMILES: NC(=O)C[C@@H](O)C=O. As for the total energy: -11893.44155 eV. The calculation puts the molar mass at 117.10 Da. The value obtained for the strongest force on any atom is 3.260 eV/Å. The LUMO energy is -0.0005 hartree. Its frontier orbital gap is 0.346 Ha.

---

Entry 7:
Below is a molecular structure, C4H7NO3 in a non-equilibrium geometry, with properties calculated with ωB97M-V/def2-TZVPD.

XYZ file:
```
15
C4H7NO3, DFT ωB97M-V/def2-TZVPD
O 0.06 0.89 1.43
C -0.57 0.23 0.52
H 1.92 0.44 0.32
C 1.43 0.22 -0.82
C -0.09 0.50 -0.97
C -0.46 -1.26 0.98
H 0.02 -1.43 1.91
H 0.03 -1.77 0.13
O 1.64 -1.06 -1.19
O 2.07 1.38 -0.48
H -0.04 1.58 -1.28
H -0.49 0.01 -1.84
H -1.47 -1.63 0.97
H -2.28 1.34 0.41
N -1.80 0.56 -0.08
```

The total charge is 0. As for the total energy: -11885.10382 eV. The calculation puts the molar mass at 117.10 Da. The value obtained for the strongest force on any atom is 7.708 eV/Å. The LUMO energy is -0.0810 hartree. Its frontier orbital gap is 0.268 Ha.

---

Entry 8:
Below is a molecular structure, C4H7NO3 in a non-equilibrium geometry, with properties calculated with ωB97M-V/def2-TZVPD.

XYZ file:
```
15
C4H7NO3, DFT ωB97M-V/def2-TZVPD
C 0.66 -0.05 0.56
C -1.40 1.01 1.43
H 1.61 -1.66 -2.32
N 1.03 -1.08 -1.62
H -1.00 -0.07 1.99
C -0.39 1.06 0.11
O 0.58 -0.62 1.72
H -0.84 -1.90 -1.58
H -2.71 1.06 1.06
H -0.04 1.96 -0.38
H -0.80 1.71 2.05
O -0.09 -1.81 -0.98
O 2.73 0.14 -0.84
H -0.99 0.49 -0.51
C 1.65 -0.24 -0.70
```

The total charge is 0. As for the total energy: -11888.25311 eV. The calculation puts the molar mass at 117.10 Da. The value obtained for the strongest force on any atom is 6.586 eV/Å. The LUMO energy is 0.0146 hartree. Its frontier orbital gap is 0.365 Ha.

---

Entry 9:
Below is a single C4H7NO3 molecule in a non-equilibrium geometry, with properties calculated with ωB97M-V/def2-TZVPD.

XYZ file:
```
15
C4H7NO3, DFT ωB97M-V/def2-TZVPD
H 0.55 1.14 -1.36
H 3.10 -1.53 -0.38
H 3.94 -0.16 -0.02
O 0.87 -0.57 0.08
C -0.25 0.14 0.38
H -3.21 -1.37 -0.66
N 1.94 0.08 0.26
O -0.20 2.71 0.09
H -0.57 0.19 1.46
C 2.99 -0.45 -0.14
O -1.17 -0.68 -0.35
H -2.80 -0.78 1.06
C -2.62 -0.62 0.04
C 0.07 1.52 -0.39
H -2.64 0.38 -0.07
```

The total charge is 0. As for the SMILES: C=NO[C@@H](C=O)OC. As for the total energy: -11888.07883 eV. The calculation puts the molar mass at 117.10 Da. The value obtained for the strongest force on any atom is 7.499 eV/Å. The LUMO energy is 0.0157 hartree. Its frontier orbital gap is 0.367 Ha.

---

Entry 10:
Below is a single C4H7NO3 molecule in a non-equilibrium geometry, with properties calculated with ωB97M-V/def2-TZVPD.

XYZ file:
```
15
C4H7NO3, DFT ωB97M-V/def2-TZVPD
C -0.15 0.94 -0.19
H -1.24 -1.05 -1.68
N 1.16 1.51 -0.10
H -2.48 -0.43 -0.52
C 2.23 1.09 0.67
H 0.52 -1.06 0.24
C -0.44 -0.47 0.30
C -1.58 -0.95 -0.64
H -0.87 -0.44 1.30
O -0.88 1.58 -0.89
H -1.16 -2.71 0.37
H 1.39 2.32 -0.66
O -1.85 -2.29 -0.20
O 3.17 1.84 0.87
H 2.18 0.10 1.14
```

The total charge is 0. As for the SMILES: O=CNC(=O)CCO. As for the total energy: -11893.58602 eV. The calculation puts the molar mass at 117.10 Da. The value obtained for the strongest force on any atom is 3.927 eV/Å. The LUMO energy is 0.0183 hartree. Its frontier orbital gap is 0.400 Ha.

---

Entry 11:
Below is 2 unconnected molecules or ions with the total composition C4H7NO3 in a non-equilibrium geometry, with properties calculated with ωB97M-V/def2-TZVPD.

XYZ file:
```
15
C4H7NO3, DFT ωB97M-V/def2-TZVPD
H -0.03 1.83 0.17
C -0.03 -0.11 -0.62
H 0.45 -0.59 0.25
H 2.65 0.51 -2.24
O -0.05 0.20 2.40
H -1.43 1.60 -0.89
C -0.82 1.11 -0.14
C 0.92 0.19 -1.73
O -1.56 -1.31 1.64
O 0.30 0.59 -2.73
N 2.22 0.03 -1.53
H -1.40 0.89 0.77
H -0.75 -0.84 -1.08
C -0.74 -0.85 2.49
H -0.57 -1.48 3.39
```

The total charge is 0. As for the total energy: -11886.33893 eV. The calculation puts the molar mass at 117.10 Da. The value obtained for the strongest force on any atom is 4.060 eV/Å. The LUMO energy is -0.2307 hartree. Its frontier orbital gap is 0.120 Ha.

---

Entry 12:
Below is a single C4H7NO3 molecule in a non-equilibrium geometry, with properties calculated with ωB97M-V/def2-TZVPD.

XYZ file:
```
15
C4H7NO3, DFT ωB97M-V/def2-TZVPD
C 0.36 -0.77 0.36
C 0.46 -0.36 -2.03
O -0.27 -0.42 -3.00
H -0.32 -1.61 0.44
H -1.92 0.30 -1.51
O -0.62 -0.31 2.48
H 0.64 1.14 -0.54
C 0.03 0.26 -0.74
H 1.45 -0.83 -2.11
N -1.36 0.70 -0.77
H 1.24 1.40 2.67
O 1.17 0.92 1.85
H -1.73 0.48 0.14
H 1.29 -1.34 0.22
C 0.28 -0.08 1.72
```

The total charge is 0. As for the SMILES: N[C@H](C=O)CC(=O)O. As for the total energy: -11893.74849 eV. The calculation puts the molar mass at 117.10 Da. The value obtained for the strongest force on any atom is 1.668 eV/Å. The LUMO energy is 0.0177 hartree. Its frontier orbital gap is 0.375 Ha.